Entry 1:
The following is a quantum chemistry calculation of a molecular structure, C12H15AsF9IrN3OS4Sb, from the Open Molecules 2025 dataset.

* expectation value of S²: 6.02
* electronic energy: -157221.0441 eV

ORCA input file:
```
! RIJCOSX wB97M-V def2-TZVPD def2/J DEFGRID3
* xyz -2 5
Ir 0.238 2.640 0.416
S 2.110 4.300 -3.428
As 2.442 4.176 -1.369
S 2.172 2.036 -0.640
S 0.586 4.796 -0.223
S 4.174 5.025 -0.560
N 0.435 2.933 6.949
C 0.745 2.568 5.892
N 1.178 2.083 4.757
C 0.715 2.284 3.590
N 0.332 2.375 2.490
F -2.796 3.216 1.042
C -3.097 1.942 0.754
F -2.546 1.177 1.700
F -4.430 1.818 0.874
C -2.525 1.552 -0.656
O -1.178 1.451 -0.645
C -3.121 0.164 -1.054
F -2.627 -0.280 -2.206
F -2.829 -0.757 -0.119
F -4.464 0.181 -1.183
C -3.005 2.625 -1.697
F -4.310 2.948 -1.543
F -2.863 2.183 -2.952
F -2.304 3.742 -1.582
C 0.208 -4.087 -2.440
C 0.120 -3.494 -1.035
Sb 0.518 -1.359 -1.094
C 0.552 -1.027 1.043
C 0.373 -2.246 1.942
C 2.668 -1.591 -1.291
C 3.294 -2.831 -0.662
H -0.036 -5.154 -2.459
H 1.214 -3.977 -2.855
H -0.475 -3.581 -3.126
H 0.808 -3.999 -0.356
H -0.887 -3.623 -0.632
H -0.232 -0.297 1.243
H 1.504 -0.530 1.248
H -0.596 -2.724 1.778
H 0.423 -1.961 2.997
H 1.140 -3.005 1.771
H 3.081 -0.687 -0.841
H 2.900 -1.536 -2.357
H 3.039 -2.914 0.397
H 4.387 -2.804 -0.729
H 2.964 -3.750 -1.151
*
```



Entry 2:
The following is a quantum chemistry calculation of a molecular structure, C6H18AgO6, from the Open Molecules 2025 dataset.

* ΔE to the lowest compared entry with this formula, charge and spin: 0.0 kJ/mol

ORCA input file:
```
! RIJCOSX wB97M-V def2-TZVPD def2/J DEFGRID3
* xyz 1 1
Ag -0.247 -0.223 0.065
C -1.222 0.797 -2.895
C -2.411 -0.072 -2.541
O -2.510 -0.163 -1.125
O -0.050 0.180 -2.351
H -1.316 1.803 -2.484
H -1.169 0.888 -3.981
H -2.306 -1.048 -3.027
H -3.341 0.346 -2.950
H -3.281 -0.693 -0.900
H 0.556 -0.088 -3.044
C -0.885 1.811 2.303
C 0.524 2.227 1.882
O 0.641 2.077 0.464
O -1.182 0.402 2.106
H -1.606 2.423 1.758
H -0.941 2.001 3.378
H 1.254 1.629 2.432
H 0.640 3.285 2.118
H 1.501 2.351 0.131
H -2.034 0.314 2.548
C 1.758 -2.599 1.034
C 2.615 -1.413 0.599
O 2.131 -0.870 -0.647
O 0.409 -2.236 1.333
H 2.217 -2.996 1.947
H 1.803 -3.387 0.279
H 3.673 -1.675 0.545
H 2.548 -0.617 1.346
H 2.399 -1.541 -1.292
H -0.168 -2.913 0.967
*
```



Entry 3:
The following is a quantum chemistry calculation of a molecular structure, C12H23N2O3P2V, from the Open Molecules 2025 dataset.

* expectation value of S²: 3.76
* ΔE to the lowest compared entry with this formula, charge and spin: 0.0 kJ/mol

ORCA input file:
```
! RIJCOSX wB97M-V def2-TZVPD def2/J DEFGRID3
* xyz 1 4
V 0.086 0.171 0.819
P 2.126 -0.980 1.159
C 2.383 -1.399 -0.603
C 1.059 -1.740 -1.254
N -0.069 -1.196 -0.724
C -1.265 -1.468 -1.298
C -1.341 -2.226 -2.463
C -0.195 -2.760 -3.043
C 1.021 -2.520 -2.404
C -2.497 -0.830 -0.731
P -2.121 0.684 0.253
H 1.967 -2.888 -2.822
H -2.310 -2.343 -2.951
H -0.236 -3.328 -3.970
H -3.166 -0.510 -1.542
H -3.073 -1.525 -0.099
H 2.835 -0.521 -1.111
H 3.087 -2.240 -0.653
H 1.657 4.006 -1.370
O 2.169 3.377 -1.888
H 2.404 3.857 -2.713
H -1.198 4.749 0.835
O -1.040 5.306 0.050
H -1.447 6.166 0.276
C -2.262 2.007 -0.979
H -3.250 1.965 -1.456
H -2.104 2.986 -0.511
H -1.481 1.908 -1.742
C -3.588 0.840 1.314
H -3.484 1.740 1.931
H -4.497 0.907 0.695
H -3.657 -0.021 1.991
C 2.111 -2.602 1.988
H 3.047 -3.140 1.769
H 2.013 -2.450 3.072
H 1.259 -3.214 1.667
C 3.687 -0.214 1.674
H 3.598 0.026 2.741
H 4.524 -0.914 1.496
H 3.833 0.725 1.116
O -0.023 -0.044 5.003
C -0.210 -0.138 3.834
N -0.352 -0.206 2.647
*
```



Entry 4:
The following is a quantum chemistry calculation of a single C5H3N molecule, from the Open Molecules 2025 dataset.

* expectation value of S²: 2.03
* ΔE to the lowest compared entry with this formula, charge and spin: 232.0 kJ/mol

ORCA input file:
```
! RIJCOSX wB97M-V def2-TZVPD def2/J DEFGRID3
* xyz 0 3
C 0.116 -0.310 -0.590
C 0.414 -0.037 -1.759
C 1.234 1.266 -2.123
C -0.581 0.138 1.710
C -0.348 -0.626 0.692
N 1.133 0.286 -2.877
H -1.008 -0.233 2.623
H -0.480 1.247 1.747
H -0.480 -1.731 0.577
*
```



Entry 5:
The following is a quantum chemistry calculation of a molecular structure, C29H16BiCl5N5O4S, from the Open Molecules 2025 dataset.

* expectation value of S²: 0.76
* ΔE to the lowest compared entry with this formula, charge and spin: 6.1 kJ/mol

ORCA input file:
```
! RIJCOSX wB97M-V def2-TZVPD def2/J DEFGRID3
* xyz -2 2
Bi -0.579 0.464 -0.539
O -0.323 4.064 1.853
C -0.429 2.903 1.429
N -0.735 2.575 0.113
C -1.139 3.522 -0.840
C -1.685 4.767 -0.513
C -2.107 5.642 -1.505
C -1.999 5.292 -2.841
C -1.476 4.054 -3.191
C -1.045 3.160 -2.210
N -0.497 1.893 -2.448
C -0.043 1.474 -3.638
O -0.119 2.005 -4.746
C 0.735 0.174 -3.514
C 1.841 0.121 -2.668
C 2.563 -1.056 -2.577
C 2.152 -2.141 -3.333
C 1.036 -1.991 -4.145
N 0.338 -0.864 -4.252
C -0.218 1.754 2.292
C 0.316 1.904 3.579
C 0.614 0.810 4.345
C 0.380 -0.495 3.792
C -0.131 -0.588 2.535
N -0.474 0.485 1.778
H -1.758 5.038 0.526
H -2.519 6.605 -1.221
H -2.324 5.974 -3.619
H -1.388 3.759 -4.225
H 2.104 0.983 -2.070
H 3.408 -1.131 -1.904
H 2.664 -3.093 -3.275
H 0.674 -2.829 -4.734
H 0.493 2.914 3.923
H 1.050 0.921 5.330
H 0.625 -1.394 4.341
H -0.298 -1.558 2.075
O -1.925 -1.907 -0.690
N -2.792 -1.954 0.275
C -2.936 -3.107 0.967
C -3.862 -3.237 1.970
C -4.661 -2.143 2.291
C -4.479 -0.963 1.612
C -3.525 -0.837 0.592
S -3.243 0.640 -0.238
H -2.258 -3.886 0.652
H -3.940 -4.178 2.495
H -5.396 -2.209 3.083
H -5.054 -0.081 1.854
Cl 5.530 -5.123 1.606
C 4.509 -3.768 1.233
C 3.220 -3.956 0.733
Cl 2.641 -5.575 0.477
C 2.403 -2.882 0.437
Cl 0.795 -3.097 -0.159
C 2.813 -1.517 0.614
O 2.080 -0.550 0.336
C 4.151 -1.376 1.129
Cl 4.708 0.246 1.354
C 4.957 -2.457 1.426
Cl 6.559 -2.199 2.048
*
```



Entry 6:
The following is a quantum chemistry calculation of a single C5H6O2 molecule, from the Open Molecules 2025 dataset.

* SMILES: O=C[C@H]1O[C@H]2C[C@H]21
* ΔE to the lowest compared entry with this formula, charge and spin: 354.0 kJ/mol

ORCA input file:
```
! RIJCOSX wB97M-V def2-TZVPD def2/J DEFGRID3
* xyz 0 1
O 2.164 1.139 -1.440
C 1.732 0.898 -0.330
C 0.825 -0.296 -0.358
O 0.632 -1.071 0.862
C -0.798 -1.054 0.663
C -1.370 0.325 0.701
C -0.677 -0.172 -0.538
H 2.045 1.493 0.539
H 1.325 -0.513 -1.368
H -1.360 -1.967 0.856
H -2.454 0.390 0.594
H -0.930 1.094 1.328
H -1.135 -0.266 -1.509
*
```



Entry 7:
The following is a quantum chemistry calculation of a single C3H5N3O molecule, from the Open Molecules 2025 dataset.

* SMILES: [H]/N=C/N=C=NCO
* ΔE to the lowest compared entry with this formula, charge and spin: 287.7 kJ/mol

ORCA input file:
```
! RIJCOSX wB97M-V def2-TZVPD def2/J DEFGRID3
* xyz 0 1
H 0.190 -3.416 -1.126
N 0.213 -2.427 -0.918
C -0.937 -1.977 -0.609
N -1.058 -0.629 -0.311
C 0.036 -0.061 -0.347
N 1.047 0.605 -0.351
C 0.640 1.929 0.195
O 0.578 1.904 1.580
H -1.878 -2.517 -0.556
H 1.365 2.624 -0.219
H -0.372 2.186 -0.140
H 1.446 1.643 1.912
*
```



Entry 8:
The following is a quantum chemistry calculation of a single C5H11NO molecule, from the Open Molecules 2025 dataset.

* SMILES: CCC(=O)N(C)C
* ΔE to the lowest compared entry with this formula, charge and spin: 82.9 kJ/mol

ORCA input file:
```
! RIJCOSX wB97M-V def2-TZVPD def2/J DEFGRID3
* xyz 0 1
C -1.856 0.738 -1.008
C -0.635 1.461 -0.459
C 0.157 0.791 0.675
O 0.354 1.432 1.696
N 0.646 -0.459 0.513
C 1.168 -1.126 1.709
C 0.814 -1.078 -0.807
H -1.558 -0.074 -1.664
H -2.422 1.401 -1.666
H -2.449 0.418 -0.148
H 0.068 1.729 -1.267
H -0.955 2.388 0.016
H 1.507 -2.101 1.354
H 0.435 -1.169 2.502
H 2.110 -0.629 1.986
H 1.307 -2.039 -0.659
H 1.404 -0.394 -1.407
H -0.095 -1.289 -1.366
*
```



Entry 9:
The following is a quantum chemistry calculation of a molecular structure, C23H14BrCl2FeN6O5, from the Open Molecules 2025 dataset.

* expectation value of S²: 8.78
* ΔE to the lowest compared entry with this formula, charge and spin: 0.0 kJ/mol

ORCA input file:
```
! RIJCOSX wB97M-V def2-TZVPD def2/J DEFGRID3
* xyz 0 6
Fe 0.668 0.000 -0.585
Cl -3.626 5.016 1.900
C -2.929 3.786 0.916
C -1.705 3.288 1.252
C -1.099 2.269 0.475
N 0.096 1.690 0.706
C 0.918 2.122 1.705
O 0.734 3.009 2.524
C 2.219 1.360 1.764
C 3.189 1.741 2.676
C 4.360 1.009 2.740
C 4.515 -0.082 1.900
C 3.498 -0.392 1.014
N 2.369 0.323 0.938
C -1.802 1.795 -0.702
C -3.079 2.344 -1.013
C -3.631 3.302 -0.225
Cl -5.191 3.923 -0.620
N -1.181 0.834 -1.389
C -1.615 0.411 -2.621
O -2.443 0.926 -3.348
C -0.951 -0.871 -3.049
C -1.377 -1.520 -4.194
C -0.822 -2.752 -4.494
C 0.136 -3.282 -3.645
C 0.526 -2.546 -2.539
N -0.011 -1.363 -2.243
H -1.195 3.667 2.120
H 2.998 2.596 3.308
H 5.140 1.281 3.440
H 5.411 -0.686 1.919
H 3.584 -1.218 0.326
H -3.609 1.994 -1.882
H -2.136 -1.056 -4.805
H -1.139 -3.295 -5.375
H 0.594 -4.242 -3.839
H 1.300 -2.900 -1.874
O 2.548 -0.903 -1.556
N 2.741 0.179 -2.192
O 3.656 0.308 -2.965
O 1.881 1.090 -1.997
Br -2.917 -1.904 -0.453
C -1.818 -1.958 1.084
C -2.375 -2.544 2.213
C -1.619 -2.592 3.366
C -0.341 -2.061 3.344
C 0.120 -1.507 2.168
N -0.598 -1.441 1.032
H -3.377 -2.942 2.172
H -2.025 -3.037 4.265
H 0.294 -2.073 4.218
H 1.114 -1.095 2.119
*
```



Entry 10:
The following is a quantum chemistry calculation of a single C7H15NO5 molecule, from the Open Molecules 2025 dataset.

* SMILES: NC[C@H]1O[C@H](CO)[C@@H](O)[C@H](O)[C@@H]1O
* ΔE to the lowest compared entry with this formula, charge and spin: 242.2 kJ/mol

ORCA input file:
```
! RIJCOSX wB97M-V def2-TZVPD def2/J DEFGRID3
* xyz 0 1
N -3.347 -1.177 -0.651
C -1.977 -1.133 -1.021
C -1.202 -0.891 0.261
O 0.214 -1.355 0.332
C 1.110 -0.587 -0.497
C 2.472 -1.167 -0.405
O 2.681 -1.680 0.902
C 1.117 0.864 -0.243
O 1.792 1.538 -1.331
C -0.325 1.378 -0.208
O -0.464 2.789 0.118
C -1.149 0.600 0.668
O -0.662 0.701 1.931
H -3.681 -1.140 0.320
H -4.114 -0.769 -1.213
H -1.798 -2.181 -1.312
H -1.573 -0.422 -1.794
H -1.705 -1.336 1.034
H 0.746 -0.461 -1.521
H 2.570 -2.023 -1.111
H 3.366 -0.528 -0.571
H 1.881 -2.152 1.193
H 1.385 1.118 0.833
H 1.685 2.459 -1.181
H -0.757 1.355 -1.205
H -0.107 3.040 1.023
H -2.176 0.912 0.649
H -1.065 0.050 2.469
*
```



Entry 11:
The following is a quantum chemistry calculation of 2 unconnected molecules or ions with the total composition C3H8ClNO, from the Open Molecules 2025 dataset.

* SMILES: CNC(C)=O.Cl
* ΔE to the lowest compared entry with this formula, charge and spin: 143.1 kJ/mol

ORCA input file:
```
! RIJCOSX wB97M-V def2-TZVPD def2/J DEFGRID3
* xyz 0 1
C 1.003 -0.628 -0.518
N 0.464 -1.167 0.684
C -0.842 -0.888 0.969
C -1.318 0.450 0.389
O -1.604 -1.642 1.404
H 1.787 0.151 -0.384
H 0.354 -0.349 -1.323
H 1.577 -1.435 -1.018
H 0.456 -2.184 0.714
H -0.596 0.894 -0.332
H -1.424 1.267 1.149
H -2.229 0.230 -0.160
Cl 1.821 2.905 -1.061
H 0.551 2.396 -0.512
*
```



Entry 12:
The following is a quantum chemistry calculation of a gas-phase ion, C3H9NO2 (charge +1), from the Open Molecules 2025 dataset.

* expectation value of S²: 0.76
* ΔE to the lowest compared entry with this formula, charge and spin: 154.2 kJ/mol

ORCA input file:
```
! RIJCOSX wB97M-V def2-TZVPD def2/J DEFGRID3
* xyz 1 2
C -1.111 1.030 -0.243
O -2.423 0.705 0.044
C -0.196 -0.267 -0.121
C 1.251 0.215 -0.530
O 2.216 -0.784 -0.763
N -0.152 -0.940 1.104
H -1.007 1.261 -1.297
H -0.686 1.771 0.443
H -2.489 0.306 0.915
H -0.639 -0.947 -0.859
H 1.652 0.858 0.257
H 1.162 0.768 -1.464
H 1.941 -1.675 -0.483
H 0.230 -0.434 1.905
H 0.252 -1.866 1.092
*
```



Entry 13:
The following is a quantum chemistry calculation of a gas-phase ion, C7H12N5O4 (charge +1), from the Open Molecules 2025 dataset.

* SMILES: CCNn1nnc(CC(=O)O)[n+]1CC(=O)O
* ΔE to the lowest compared entry with this formula, charge and spin: 21.9 kJ/mol

ORCA input file:
```
! RIJCOSX wB97M-V def2-TZVPD def2/J DEFGRID3
* xyz 1 1
C -0.525 3.402 -1.326
C -0.015 1.999 -1.491
N 1.040 1.663 -0.464
N 1.186 0.270 -0.433
N 1.839 -0.366 -1.325
N 1.782 -1.647 -1.027
C 1.079 -1.768 0.049
C 0.747 -3.051 0.677
C -0.573 -3.574 0.103
O -0.995 -4.674 0.347
O -1.222 -2.659 -0.671
N 0.694 -0.563 0.473
C -0.087 -0.246 1.666
C -1.196 0.804 1.506
O -2.330 0.435 1.354
O -0.869 2.116 1.562
H -0.799 3.640 -0.312
H -1.380 3.509 -1.975
H 0.198 4.136 -1.654
H -0.813 1.288 -1.337
H 0.404 1.873 -2.481
H 1.932 1.978 -0.827
H 0.643 -2.992 1.751
H 1.499 -3.779 0.432
H -1.473 -3.084 -1.498
H 0.555 0.040 2.491
H -0.578 -1.160 1.938
H -0.744 2.411 2.470
*
```



Entry 14:
The following is a quantum chemistry calculation of a molecular structure, C31H47ClN6OPS2SeW, from the Open Molecules 2025 dataset.

* expectation value of S²: 2.01
* ΔE to the lowest compared entry with this formula, charge and spin: 238.5 kJ/mol

ORCA input file:
```
! RIJCOSX wB97M-V def2-TZVPD def2/J DEFGRID3
* xyz 1 3
W -0.200 1.139 1.229
N -1.308 0.891 -0.786
C -2.536 1.660 -0.982
C -3.392 1.384 0.225
N -2.552 1.528 1.435
H -0.562 1.225 -1.388
H -1.396 -0.107 -1.020
H -3.052 1.376 -1.900
H -2.270 2.715 -1.042
H -3.736 0.349 0.192
H -4.269 2.029 0.267
H -2.868 0.834 2.100
H -2.683 2.433 1.868
C 3.367 -0.759 2.090
C 2.229 -1.127 1.153
C 2.516 -0.814 -0.287
C 3.365 -1.665 -0.986
C 3.717 -1.410 -2.299
C 3.197 -0.296 -2.937
C 2.333 0.572 -2.280
C 1.771 1.748 -3.048
C 2.839 2.747 -3.497
C 2.007 0.317 -0.937
N 1.171 1.258 -0.267
C 1.757 2.584 -0.025
C 0.634 3.574 0.036
C 0.490 4.885 -0.319
C -0.739 5.320 0.259
C -1.267 4.257 0.944
N -0.438 3.164 0.813
H 3.078 -0.889 3.132
H 3.689 0.270 1.946
H 4.226 -1.402 1.886
H 1.277 -0.661 1.455
H 1.998 -2.192 1.248
H 3.761 -2.539 -0.480
H 4.385 -2.079 -2.826
H 3.449 -0.104 -3.974
H 1.022 2.276 -2.455
H 1.250 1.366 -3.932
H 3.394 3.145 -2.645
H 2.388 3.585 -4.030
H 3.564 2.278 -4.163
H 2.526 2.849 -0.749
H 1.186 5.475 -0.894
H -1.172 6.305 0.191
H -2.177 4.233 1.523
Cl -3.300 0.426 6.307
C -2.148 1.391 5.464
C -1.581 2.512 6.045
C -0.648 3.213 5.306
C -0.313 2.778 4.035
N -0.867 1.700 3.476
C -1.769 1.017 4.191
H -1.863 2.817 7.044
H -0.172 4.097 5.707
H 0.417 3.307 3.444
H -2.168 0.106 3.765
Se 3.733 3.326 2.113
C 2.238 2.440 1.447
N 1.457 1.742 2.162
C 0.691 -4.212 -0.954
C -0.689 -3.905 -1.533
P -0.815 -2.175 -2.134
C 0.069 -2.206 -3.749
C -0.443 -3.103 -4.871
C -2.605 -2.051 -2.617
C -3.348 -3.312 -3.059
H 0.782 -5.268 -0.698
H 0.867 -3.622 -0.053
H 1.487 -3.972 -1.661
H -1.449 -4.014 -0.754
H -0.945 -4.615 -2.323
H 1.104 -2.458 -3.497
H 0.113 -1.165 -4.083
H -0.513 -4.145 -4.558
H 0.231 -3.064 -5.729
H -1.428 -2.787 -5.216
H -2.651 -1.282 -3.396
H -3.123 -1.626 -1.749
H -2.862 -3.801 -3.902
H -4.370 -3.072 -3.356
H -3.405 -4.037 -2.247
C -0.785 -4.105 3.923
O -1.152 -3.189 2.873
C -0.687 -1.951 2.932
S 0.319 -1.363 4.076
S -1.266 -1.116 1.489
H -1.272 -5.038 3.662
H -1.136 -3.730 4.882
H 0.297 -4.220 3.952
*
```